C23H21Cl3DyN7O5 | the ωB97M-V functional and the def2-TZVPD basis

Last column: Mulliken spin population.
Geometry (Å):
Dy 0.280 0.159 0.220  4.957
O 1.235 -1.519 1.067  0.017
C 0.804 -2.439 1.850  0.006
C 1.442 -2.678 3.095  -0.001
C 1.000 -3.641 3.959  0.000
C -0.081 -4.464 3.624  0.001
C -0.705 -4.296 2.418  0.000
C -0.306 -3.289 1.523  -0.002
C -1.041 -3.104 0.320  0.002
N -0.894 -2.112 -0.489  0.004
C -1.757 -2.062 -1.644  -0.002
C -2.508 -0.719 -1.641  0.001
N -1.527 0.340 -1.724  0.011
C -1.436 0.909 -2.876  -0.005
C -0.474 1.893 -3.235  0.001
C -0.734 2.729 -4.331  0.000
C 0.124 3.741 -4.675  0.000
C 1.290 3.930 -3.926  0.000
C 1.615 3.077 -2.905  0.000
C 0.771 1.992 -2.528  0.003
O 1.127 1.148 -1.634  0.012
H 2.280 -2.040 3.338  0.000
H 1.501 -3.787 4.904  0.000
H -0.421 -5.221 4.311  0.000
H -1.539 -4.929 2.146  0.000
H -1.809 -3.864 0.115  0.000
H -2.491 -2.883 -1.664  0.000
H -1.140 -2.112 -2.552  0.000
H -3.087 -0.625 -0.713  -0.001
H -3.196 -0.696 -2.502  0.000
H -2.164 0.659 -3.664  0.000
H -1.653 2.577 -4.886  0.000
H -0.091 4.385 -5.513  0.000
H 1.952 4.750 -4.172  0.000
H 2.540 3.209 -2.363  0.000
N -1.514 2.760 0.371  -0.001
N -0.681 3.883 0.424  0.000
C 0.657 3.741 0.534  -0.001
N 1.434 4.812 0.672  0.000
N 1.074 2.495 0.498  0.007
N 2.336 2.138 0.603  0.000
O 3.229 2.967 0.629  0.000
O 2.549 0.948 0.675  0.000
H -2.084 2.774 -0.472  0.000
H -2.099 2.703 1.204  0.000
H -1.081 4.815 0.446  0.000
H 1.074 5.747 0.733  0.000
H 2.435 4.623 0.740  0.000
Cl -1.061 -1.918 7.192  0.000
C -0.703 -1.061 5.736  0.000
C -1.500 -1.258 4.618  0.000
C -1.192 -0.547 3.478  0.004
Cl -2.089 -0.665 1.996  0.001
C -0.093 0.334 3.368  -0.001
O 0.134 0.985 2.282  -0.010
C 0.700 0.446 4.533  -0.002
Cl 2.099 1.443 4.416  0.000
C 0.398 -0.216 5.702  0.000
H -2.327 -1.951 4.642  0.000
H 1.019 -0.083 6.572  0.000

Properties
- LUMO (spin up / spin down): 0.0 / 0.0 eV
- Highest occupied orbital energy (spin up / spin down): -7.381 / -7.398 eV
- Charge: 0
- Spin multiplicity: 6
- <S²>: 9.33
- ΔE to the lowest compared entry with this formula, charge and spin: 12.41 kcal/mol
- Frontier orbital gap (spin up / spin down): 0.2699 / 0.2705 Ha
- Max |F|: 1.770 eV Å⁻¹

C23H21Cl8GeN2O4ReS2Si | the ωB97M-V functional and the def2-TZVPD basis

Last column: Mulliken spin population.
Geometry (Å):
Re -0.089 -0.042 0.378  1.975
C 5.335 0.155 2.011  -0.001
Si 4.502 0.242 3.654  0.001
C 4.882 -1.269 4.648  0.000
C 5.026 1.770 4.562  0.000
C 2.615 0.303 3.528  0.008
C 1.889 0.375 4.707  0.028
C 0.489 0.333 4.750  -0.007
C -0.182 0.187 3.574  0.015
N 0.499 0.127 2.411  -0.044
C 1.839 0.203 2.363  0.017
S 2.332 0.113 0.704  -0.008
H 6.415 0.122 2.190  0.000
H 5.122 1.027 1.389  0.001
H 5.053 -0.742 1.455  0.001
H 5.961 -1.367 4.801  0.000
H 4.527 -2.164 4.129  0.000
H 4.405 -1.237 5.631  0.000
H 6.110 1.784 4.707  0.000
H 4.557 1.837 5.548  0.000
H 4.749 2.663 3.995  0.000
H 2.424 0.453 5.650  0.001
H -0.054 0.384 5.682  0.000
H -1.256 0.092 3.512  0.004
C -3.406 0.480 -7.533  0.000
C -2.676 0.043 -6.292  0.001
C -1.328 -0.289 -6.342  0.000
C -0.639 -0.668 -5.198  0.001
C -1.329 -0.722 -3.998  0.007
C -2.686 -0.409 -3.917  -0.001
C -3.345 -0.023 -5.065  0.000
S -0.498 -1.275 -2.575  -0.011
O 0.871 -1.540 -2.884  -0.001
O -1.332 -2.246 -1.942  0.000
N -0.510 0.074 -1.520  -0.061
C -0.670 1.418 -2.119  0.021
C 0.065 2.388 -1.267  -0.003
O 0.330 3.504 -1.626  0.020
O 0.329 1.889 -0.060  0.050
H -2.883 0.164 -8.434  0.000
H -3.493 1.568 -7.563  0.000
H -4.416 0.071 -7.560  0.000
H -0.805 -0.252 -7.290  0.000
H 0.412 -0.922 -5.230  0.000
H -3.216 -0.490 -2.974  0.000
H -4.400 0.222 -5.019  0.000
H -1.728 1.696 -2.056  -0.005
H -0.366 1.466 -3.159  -0.002
Cl -2.539 -2.783 0.803  0.002
C -3.065 -1.151 0.864  0.013
C -2.150 -0.100 1.030  -0.025
C -2.726 1.159 1.308  0.003
Cl -1.760 2.462 1.922  0.001
C -4.097 1.404 1.222  0.002
Cl -4.742 2.971 1.525  0.000
C -4.952 0.356 0.908  0.005
Cl -6.637 0.638 0.755  0.000
C -4.440 -0.931 0.771  -0.003
Cl -5.526 -2.237 0.490  0.000
Cl -0.117 -4.455 -0.230  -0.006
Ge 0.523 -2.637 0.736  0.001
Cl 2.651 -3.128 0.686  -0.007
Cl 0.144 -3.061 2.854  0.008

Properties
- LUMO (spin up / spin down): -2.6 / -2.3 eV
- Highest occupied orbital energy (spin up / spin down): -8.649 / -8.649 eV
- Charge: 0
- Spin multiplicity: 3
- <S²>: 2.04
- Frontier orbital gap (spin up / spin down): 0.2238 / 0.2318 Ha
- Max |F|: 1.245 eV Å⁻¹

C23H21ClN2O5S | the ωB97M-V functional and the def2-TZVPD basis

Last column: natural (NBO) charge in e.
Geometry (Å):
O -3.973 -0.891 -0.220  -0.608
C -3.826 -0.126 0.700  0.796
O -3.868 1.202 0.595  -0.499
C -4.133 1.803 -0.672  -0.168
H -4.396 1.038 -1.407  0.216
H -4.977 2.483 -0.521  0.221
C -2.932 2.667 -1.087  0.655
O -2.949 3.864 -0.882  -0.615
N -1.884 2.052 -1.674  -0.430
C -1.702 0.644 -1.941  -0.228
H -2.627 0.080 -1.843  0.240
C -0.673 0.089 -0.958  -0.257
N 0.568 0.828 -1.016  -0.432
C 1.729 0.147 -1.186  0.641
O 1.747 -1.034 -1.485  -0.611
C 2.987 0.886 -0.933  0.167
C 3.363 1.739 0.076  -0.282
C 4.749 1.953 -0.085  -0.326
C 5.115 1.214 -1.170  0.110
O 4.065 0.563 -1.677  -0.366
H 6.059 1.085 -1.662  0.207
H 5.380 2.568 0.522  0.232
H 2.739 2.139 0.848  0.237
C 0.405 2.252 -0.839  -0.229
H 1.353 2.759 -1.010  0.231
C -0.642 2.782 -1.832  -0.235
H -0.840 3.838 -1.642  0.253
H -0.282 2.653 -2.857  0.196
H 0.062 2.458 0.183  0.201
H -0.455 -0.959 -1.168  0.257
H -1.079 0.188 0.054  0.204
H -1.333 0.536 -2.967  0.201
C -3.543 -0.519 2.126  -0.640
H -3.896 -1.521 2.359  0.242
H -3.982 0.211 2.805  0.261
S -1.746 -0.345 2.467  0.284
C -0.950 -1.730 1.671  -0.163
C -1.712 -2.730 1.119  -0.235
C -1.125 -3.820 0.470  -0.199
C 0.231 -3.908 0.370  -0.178
C 1.056 -2.905 0.917  -0.044
C 2.455 -3.011 0.783  -0.148
C 3.287 -2.056 1.289  -0.201
C 2.742 -0.954 1.950  -0.225
C 1.383 -0.826 2.088  -0.041
C 0.474 -1.787 1.589  -0.041
Cl 0.834 0.595 2.910  0.025
H 3.388 -0.189 2.353  0.230
H 4.357 -2.133 1.179  0.221
H 2.852 -3.865 0.257  0.215
H 0.698 -4.738 -0.138  0.215
H -1.765 -4.578 0.047  0.219
H -2.787 -2.690 1.147  0.224

Properties
- LUMO: 0.3 eV
- Highest occupied orbital energy: -7.814 eV
- Charge: 0
- ΔE to the lowest compared entry with this formula, charge and spin: 0.88 kcal/mol
- Frontier orbital gap: 0.2999 Ha
- Max |F|: 1.011 eV Å⁻¹

C23H21F2N2 | the ωB97M-V functional and the def2-TZVPD basis

Last column: natural (NBO) charge in e.
Geometry (Å):
C -2.880 0.125 -0.531  -0.423
N -2.100 -0.968 -0.003  -0.303
C -0.781 -1.176 -0.283  0.507
C 0.204 -0.304 -0.939  -0.540
N -0.466 -2.332 0.338  -0.322
C 0.828 -2.940 0.203  -0.418
C -1.473 -2.699 1.244  0.179
C -2.516 -1.833 1.029  0.099
C -3.667 -1.861 1.827  -0.205
C -3.730 -2.836 2.848  -0.185
C -2.647 -3.723 3.068  -0.182
C -1.487 -3.652 2.269  -0.237
H -3.900 0.098 -0.086  0.239
H -2.385 1.080 -0.281  0.231
H -2.968 0.048 -1.628  0.231
H 1.016 -0.913 -1.358  0.268
H -0.280 0.428 -1.591  0.258
H 0.914 -3.799 0.903  0.242
H 0.983 -3.292 -0.831  0.233
H 1.602 -2.186 0.426  0.214
H -4.485 -1.158 1.648  0.236
H -4.611 -2.926 3.475  0.241
H -2.731 -4.463 3.857  0.240
H -0.630 -4.313 2.421  0.235
F 4.234 1.918 -5.380  -0.318
C 3.708 1.811 -4.113  0.415
C 4.254 0.871 -3.252  -0.272
C 3.618 0.684 -2.020  -0.163
C 2.402 1.302 -1.693  -0.112
C 1.555 0.754 -0.523  -0.128
C 0.927 1.690 0.449  0.011
C 0.878 1.274 1.775  -0.226
C -0.032 1.808 2.679  -0.259
C -0.847 2.836 2.228  0.387
F -1.857 3.273 3.054  -0.325
C -0.749 3.376 0.956  -0.265
C 0.199 2.828 0.083  -0.233
C 1.967 2.324 -2.548  -0.169
C 2.595 2.573 -3.787  -0.259
H 5.142 0.299 -3.525  0.251
H 4.124 0.062 -1.267  0.220
H 2.179 0.004 -0.012  0.211
H 1.620 0.544 2.134  0.219
H -0.098 1.429 3.700  0.246
H -1.381 4.214 0.651  0.247
H 0.370 3.380 -0.839  0.219
H 1.161 3.010 -2.296  0.212
H 2.219 3.331 -4.476  0.247

Properties
- LUMO: -3.8 eV
- Highest occupied orbital energy: -11.711 eV
- Charge: +1
- ΔE to the lowest compared entry with this formula, charge and spin: 17.52 kcal/mol
- Frontier orbital gap: 0.2912 Ha
- Max |F|: 2.971 eV Å⁻¹

no.,DFT total energy (eV)
1,-106512.1872
2,-223739.7963
3,-60767.6672
4,-32599.4772